{
  "formula": "C6H10N2",
  "method": "ωB97M-V/def2-TZVPD",
  "elements": ["N", "N", "C", "C", "C", "C", "C", "C", "H", "H", "H", "H", "H", "H", "H", "H", "H", "H"],
  "coordinates": [[-0.621317, -1.801031, -1.288609], [-0.263553, -1.936409, 0.067389], [1.664622, 0.049731, -0.275742], [-0.770924, -0.596458, 0.473934], [-0.243820, -0.683918, -1.842845], [-0.406868, 0.566158, 1.459221], [-0.613392, 1.549448, 0.210360], [-0.005057, 0.195812, -0.543146], [2.093444, 1.316851, -0.568809], [1.838106, 0.115764, 0.948214], [0.119060, 2.459149, 0.114092], [-1.826413, -0.653886, 0.639061], [0.462345, 1.026598, 1.965087], [-0.833760, -2.747536, 0.175004], [-0.228971, -0.483782, -2.953990], [2.204091, -0.896244, -0.848522], [-1.039487, 0.867831, 2.361561], [-1.528106, 1.651922, -0.092260]],
  "forces_ev_per_a": [[2.412, -0.595, -4.313], [-1.195, 1.026, -0.422], [0.058, 2.982, 1.439], [2.898, -0.685, 2.177], [-1.620, 0.390, 2.463], [-1.355, 3.782, 2.573], [8.301, -1.942, 0.541], [1.511, 1.091, -1.658], [-0.940, -4.251, 0.312], [-0.061, -0.885, -3.588], [-1.771, -1.573, 0.346], [-0.940, 0.456, -1.150], [0.805, -1.727, -0.868], [-0.488, -0.531, 1.876], [-0.297, -0.317, 1.584], [-1.477, 2.857, 1.590], [-0.512, -1.198, -1.352], [-5.328, 1.122, -1.551]],
  "nbo_charge": [-0.28, -0.44, -0.66, -0.11, 0.02, -0.45, -0.35, -0.08, 0.20, 0.23, 0.21, 0.21, 0.24, 0.37, 0.23, 0.26, 0.21, 0.19],
  "total_energy_ev": -9356.735,
  "homo_lumo_gap_ev": 9.93,
  "e_lumo_ev": 1.0,
  "relative_energy_kcal_mol": 177.61,
  "largest_force_ev_per_a": 8.5
}